# C36H65F18N3O6P2SSi2

A structure of composition C36H65F18N3O6P2SSi2 (ωB97M-V/def2-TZVPD, the Open Molecules 2025 dataset).

```
133
Properties=species:S:1:pos:R:3:forces:R:3:lowdin_spin:R:1
S 0.91366 1.57882 -3.37894 1.938 -0.198 -0.807 0.000
P -0.16065 -2.99179 2.85594 1.339 0.010 -1.001 0.000
P -3.60044 -1.51508 -1.24467 -1.049 0.943 -0.309 0.000
Si -2.16748 -0.82031 0.35093 -0.616 0.238 -0.413 0.000
Si -1.82332 -1.54908 3.12792 -1.156 -0.745 2.085 0.000
F -1.98050 2.62718 -2.87556 0.121 -1.084 -0.254 0.000
F -4.22985 4.16043 5.24633 -0.456 0.080 0.631 0.000
F -3.24558 4.69771 1.94178 -0.167 -0.200 -0.659 0.000
F -2.54562 3.16339 4.33710 0.350 -0.738 0.113 0.000
F 0.33129 3.96064 -4.17454 -0.408 0.006 -1.176 0.000
F 1.90045 2.16186 -4.49432 0.004 0.052 0.004 0.000
F 2.11833 1.72969 -2.35127 -0.352 -0.288 0.372 0.000
F -6.37466 2.48199 5.02616 -0.244 0.836 0.383 0.000
F -1.54053 4.69410 -2.90686 0.157 0.440 -0.243 0.000
F 0.01709 0.92541 -2.26612 -0.436 0.074 0.090 0.000
F -0.73619 -1.45112 -0.02540 -0.131 -0.010 0.418 0.000
F 1.45463 0.13583 -3.72930 -0.098 -0.176 0.033 0.000
F -3.96307 2.01390 2.53131 0.277 -0.203 -0.323 0.000
F 1.24434 3.95874 -2.31255 0.616 0.440 1.386 0.000
F -6.19930 1.00456 3.48400 -0.435 -0.182 -0.679 0.000
F -5.56409 3.47937 2.63906 -0.298 0.480 -0.179 0.000
F -2.29422 5.52509 3.67350 0.346 0.564 0.368 0.000
F -0.17360 1.40016 -4.50189 -0.692 0.008 0.303 0.000
O -4.12439 -0.12693 4.40525 0.165 -0.177 0.602 0.000
O 3.43443 3.08994 1.34748 -0.744 0.333 -0.180 0.552
O -4.60864 -2.60623 -0.58699 0.654 -0.172 -0.163 0.000
O -2.80434 -2.13850 -2.51819 -0.368 -0.259 0.630 0.000
O -2.82112 -1.35139 1.77513 1.893 0.242 -0.141 0.000
O 0.21280 -6.54207 -3.77034 0.653 -0.466 0.058 0.556
N 0.27053 -6.11320 -4.98991 -1.608 0.409 1.825 0.351
N -4.44741 -0.25363 -1.63747 0.338 -0.397 -0.186 0.000
N 4.22434 4.09865 1.15899 0.432 -2.364 0.701 0.354
C 0.99478 -4.13570 -6.32006 -0.158 -0.083 -0.313 0.002
C 1.54437 -4.22558 -3.96231 0.003 -0.460 0.500 -0.001
C 0.30868 -3.77888 4.49703 -0.961 0.857 -0.211 0.000
C 5.39724 5.90861 2.40506 0.167 0.151 -0.193 0.002
C -1.11228 0.03963 3.82311 -1.266 -0.628 -0.432 0.000
C 6.98393 3.24480 1.70304 -0.067 0.047 0.016 0.001
C -5.49162 1.81475 4.27758 0.745 -1.026 0.417 0.000
C 0.16044 0.33742 3.94618 0.961 0.764 0.378 0.000
C -1.16050 -8.11180 -5.43231 0.249 -0.145 0.608 -0.001
C -1.19248 3.68021 -0.88032 0.707 -0.191 0.149 0.000
C 5.76312 5.06852 -0.54336 0.165 0.245 0.218 0.002
C -2.97529 -2.25588 4.49097 0.051 0.755 -0.779 0.000
C -0.82061 -4.37578 1.74918 0.116 1.075 0.857 0.000
C 0.46065 -4.63370 -4.96143 1.062 1.421 -1.159 0.027
C 5.99233 3.49670 2.83796 0.186 -0.452 -0.326 0.014
C 0.49273 -2.76071 5.63657 0.260 -0.979 0.243 0.000
C -2.19337 -5.85471 -5.39956 -0.063 0.446 0.369 0.014
C -0.83309 -3.89073 -4.61976 -0.529 -0.265 0.129 0.014
C -1.09491 3.50581 -2.39544 -0.686 1.329 1.092 0.000
C 4.37296 3.17967 -1.15436 -0.488 -0.306 0.278 -0.001
C 0.32894 3.33628 -3.00691 -0.706 -0.172 -0.972 0.000
C 4.85813 4.45772 2.46162 0.550 1.688 0.943 0.026
C -0.91505 -6.63234 -5.73327 -0.375 -0.649 -1.865 0.026
C -3.44287 5.00911 3.22432 -0.315 -0.503 0.805 0.000
C 3.83513 4.46327 3.59908 -0.506 -0.420 -0.162 -0.001
C -0.64944 -6.57580 -7.25820 0.097 0.212 -0.187 0.002
C 5.13921 3.77733 0.02415 0.869 1.069 -1.606 0.027
C -4.68859 2.76758 3.36137 -0.218 -0.457 0.716 0.000
C -4.61628 0.93600 5.17905 0.505 0.282 -0.202 0.000
C -3.72512 3.73342 4.08639 0.226 1.059 -1.277 0.000
C -0.21154 2.89163 0.01218 -0.275 -0.387 0.665 0.000
C -2.02216 -4.33854 -5.46586 0.081 -0.049 -0.033 0.001
C -3.64751 -1.15074 5.28606 -0.510 -0.641 0.104 0.000
C -0.81006 1.69767 0.80689 -0.448 -0.057 -0.519 0.000
C 6.25437 2.81229 0.43390 0.081 -0.227 0.558 0.014
C -2.04557 1.02172 0.13621 0.619 0.414 0.198 0.000
H -4.39705 -0.04995 -2.63183 -0.214 0.392 0.166 0.000
H 0.68159 2.52944 -0.49259 -0.155 0.201 -0.255 0.000
H -3.73675 -2.86426 3.99254 0.104 -0.127 0.143 0.000
H -2.24005 3.51821 -0.62145 0.061 -0.195 -0.040 0.000
H -1.82882 0.80675 4.11491 0.028 0.147 -0.646 0.000
H 7.68568 2.46375 2.00389 0.007 0.029 -0.004 0.001
H -1.90267 -4.00969 -6.50233 0.033 -0.020 0.003 0.000
H -1.02567 4.74159 -0.69552 0.102 -0.010 -0.214 0.000
H 6.50691 5.51989 0.10921 -0.071 0.022 0.051 0.000
H 1.31840 -2.08373 5.42125 -0.262 0.255 -0.054 0.000
H 0.97526 -0.37527 3.97158 -0.010 -0.037 -0.746 0.000
H -1.12855 2.07363 1.77886 0.149 -0.262 0.124 0.000
H -2.52874 -6.11879 -4.39113 0.146 -0.062 0.019 0.003
H -1.90555 -4.29297 1.69405 0.024 -0.436 -0.127 0.000
H 6.45038 5.96214 2.13030 -0.042 -0.007 -0.105 0.000
H -2.36298 -2.87855 5.14531 -0.191 -0.074 0.022 0.000
H -0.27025 -8.70913 -5.64029 0.004 0.039 0.015 0.000
H 1.28287 -4.23506 4.32653 -0.228 -0.368 -0.108 0.000
H 1.86272 -4.71828 -6.63465 -0.034 -0.032 0.031 0.001
H 3.54482 3.82434 -1.45104 0.022 -0.008 0.061 0.000
H -0.42147 -2.24475 5.92610 0.126 0.252 -0.233 0.000
H -1.13353 -7.40515 -7.77413 -0.090 -0.019 0.160 0.000
H -4.53178 -1.55605 5.80262 0.137 0.111 0.142 0.000
H 4.99339 5.81407 -0.75141 -0.018 -0.035 0.039 0.001
H 2.99615 5.12457 3.37140 0.019 -0.019 -0.030 0.000
H 1.75003 -3.15819 -4.04812 -0.118 -0.008 -0.170 0.000
H 6.27724 4.85922 -1.48197 -0.084 -0.152 0.009 0.000
H -3.28299 -1.82462 -3.30307 0.188 -0.236 0.003 0.000
H 0.16695 3.59092 0.76046 0.104 -0.008 -0.098 0.000
H -0.02966 0.94547 0.93634 0.119 0.226 0.288 0.000
H 1.31036 -3.09450 -6.24381 -0.018 -0.026 0.169 0.000
H 0.80760 -3.33740 6.51436 -0.035 0.147 0.022 0.000
H 5.83588 1.81330 0.59492 -0.148 0.072 0.006 0.003
H -4.26612 5.71073 3.36700 0.064 0.159 -0.297 0.000
H 4.82647 6.51768 1.70313 0.007 -0.062 -0.029 0.002
H 0.41559 -6.65466 -7.47929 -0.005 0.040 0.057 0.002
H -2.93251 -3.85722 -5.09929 0.001 -0.017 -0.018 0.001
H 5.56887 2.53436 3.14455 -0.139 0.054 -0.064 0.003
H 3.97480 2.19248 -0.93063 -0.046 0.083 0.149 -0.001
H -1.97104 -8.48819 -6.05698 0.031 0.182 -0.116 0.000
H 1.24794 -4.40805 -2.93018 -0.018 -0.142 -0.057 -0.001
H -2.99401 -6.16072 -6.07760 0.123 -0.147 -0.061 0.001
H -3.77015 1.51215 5.58199 -0.180 0.081 0.056 0.000
H -5.42461 -2.12348 -0.37483 0.072 -0.108 -0.200 0.000
H -0.36802 -4.20141 0.77764 -0.084 -0.270 -0.083 0.000
H 0.42200 1.38614 4.07842 0.245 -0.149 0.552 0.000
H 4.30295 4.81858 4.51750 0.157 0.071 -0.131 0.000
H 2.47627 -4.76223 -4.15144 -0.043 -0.033 -0.005 0.000
H -2.94264 1.55197 0.46242 -0.143 -0.378 -0.184 0.000
H 6.97243 2.71288 -0.38326 -0.133 0.105 -0.114 0.001
H -1.07933 -4.04387 -3.56489 0.099 -0.096 -0.005 0.002
H -2.98267 -0.73825 6.05833 0.086 0.120 -0.235 0.000
H -0.48390 -5.31033 2.19489 -0.184 -0.121 -0.227 0.000
H 7.58760 4.13702 1.51475 -0.038 0.016 -0.017 0.000
H -0.47106 -4.50394 4.74531 0.343 -0.207 0.189 0.000
H 5.02862 3.06410 -2.01800 0.153 0.131 0.115 0.000
H -1.45538 -8.28497 -4.39833 0.161 0.086 0.035 -0.001
H -5.19902 0.59412 6.04235 -0.260 -0.014 -0.233 0.000
H -1.98171 1.18044 -0.94515 -0.181 -0.230 0.041 0.000
H -1.03184 -5.66812 -7.72472 0.099 0.044 0.037 0.000
H 5.31511 6.39830 3.37547 -0.031 -0.172 0.060 0.000
H 0.25708 -4.16540 -7.11869 0.010 -0.090 0.004 0.000
H 6.52662 3.88630 3.70794 -0.147 0.136 0.014 0.001
H 3.44101 3.47028 3.81204 -0.044 0.004 -0.177 -0.001
H -0.68459 -2.81504 -4.74306 0.214 -0.041 0.000 0.001
```
Positions in Å, forces in eV/Å.

Summary:
lowest unoccupied orbital energy (spin up / spin down) = 0.0189 / 0.0065 hartree
spin multiplicity = 3
highest occupied orbital energy (spin up / spin down) = -0.2827 / -0.2827 Eh